Entry 1:
{
  "formula": "C16H19BN6SeTi",
  "method": "wB97M-V/def2-TZVPD",
  "s_squared": 2.0236,
  "homo_ev": [-13.026, -13.005],
  "spin_multiplicity": 3,
  "total_charge": 2,
  "species": ["C", "N", "N", "C", "C", "B", "N", "N", "C", "C", "C", "Ti", "N", "N", "C", "C", "C", "H", "H", "H", "H", "H", "H", "H", "H", "H", "H", "H", "C", "H", "H", "H", "Se", "C", "C", "C", "C", "C", "C", "H", "H", "H", "H", "H"],
  "positions_angstrom": [[-2.34965, -1.64544, 1.45320], [-1.70045, -1.04480, 0.43251], [-1.48754, -2.02191, -0.54012], [-2.17130, -3.13136, -0.17154], [-2.67962, -2.95182, 1.09395], [-0.87493, -1.85492, -1.98113], [-1.23655, -0.30111, -2.18184], [-1.14219, 0.78207, -1.36235], [-1.75107, 1.86111, -1.97239], [-2.27010, 1.40441, -3.17571], [-1.94579, 0.05828, -3.26620], [-1.05282, 1.21437, 0.55318], [0.57141, -2.52961, -2.53866], [1.72035, -2.00620, -2.08153], [2.77143, -2.59741, -2.61947], [2.33419, -3.59972, -3.48146], [0.94582, -3.53966, -3.40421], [3.77880, -2.30345, -2.35548], [0.25883, -4.17172, -3.90236], [2.95390, -4.24675, -4.05819], [-1.60392, -2.51134, -2.71635], [-2.15478, -0.70811, -4.00778], [-2.24847, -3.96525, -0.85660], [-2.85325, 1.95563, -3.90308], [-3.22254, -3.68435, 1.67259], [-1.57332, 2.86885, -1.61646], [-2.51800, -1.15534, 2.39685], [0.54514, 2.14588, 0.33309], [-0.15512, 3.02821, 0.56949], [-0.40535, 3.50484, -0.36903], [-1.13088, 2.70193, 1.13189], [0.47028, 3.55036, 1.29586], [0.98398, 0.05006, 1.29758], [1.63524, 1.05323, 2.69986], [2.95381, 1.55005, 2.77495], [3.14226, 2.73068, 3.48818], [2.06191, 3.28386, 4.20199], [0.85168, 2.58399, 4.34454], [0.68274, 1.38487, 3.67236], [3.75976, 1.03073, 2.25969], [4.12111, 3.22166, 3.48767], [2.16772, 4.26271, 4.67024], [0.03166, 2.96471, 4.95843], [-0.21440, 0.77778, 3.77383]],
  "nbo_charge": [-0.007, -0.395, -0.332, 0.076, -0.312, 0.596, -0.258, -0.378, -0.066, -0.268, 0.104, 1.314, -0.357, -0.339, -0.046, -0.327, -0.034, 0.216, 0.219, 0.244, -0.034, 0.278, 0.262, 0.277, 0.268, 0.226, 0.222, 0.266, -0.792, 0.307, 0.135, 0.326, 0.390, -0.212, -0.152, -0.203, -0.085, -0.204, -0.218, 0.271, 0.270, 0.258, 0.259, 0.237]
}

Entry 2:
{
  "formula": "C16H19Br2NO4",
  "method": "wB97M-V/def2-TZVPD",
  "smiles": "C/C(Br)=C(/Br)c1cc2c(cc1C)C(=O)NC2=O.COCCOC",
  "homo_ev": -9.375,
  "species": ["C", "C", "Br", "C", "Br", "C", "C", "C", "C", "C", "C", "C", "C", "O", "N", "C", "O", "H", "H", "H", "H", "H", "H", "H", "H", "H", "C", "O", "C", "C", "O", "C", "H", "H", "H", "H", "H", "H", "H", "H", "H", "H"],
  "positions_angstrom": [[1.15634, -2.58917, -0.47524], [1.04041, -1.79500, -1.90516], [2.79160, -1.49892, -2.90269], [-0.21073, -1.25615, -2.51869], [-0.17636, -0.29570, -4.31373], [-1.61022, -1.47082, -1.66055], [-2.47856, -2.82093, -1.99610], [-3.84397, -3.08074, -1.12298], [-4.23842, -1.97164, 0.02020], [-3.37943, -0.59913, 0.37040], [-1.99024, -0.33689, -0.51850], [-1.02834, 0.99761, -0.21722], [-5.62223, -2.57348, 0.66212], [-6.57074, -2.02646, 1.43482], [-5.69878, -4.02685, 0.15690], [-4.93154, -4.31402, -1.14134], [-5.06448, -5.30135, -2.03118], [1.79323, -1.89507, 0.24416], [1.67798, -3.65250, -0.60027], [0.13936, -2.78589, 0.06979], [-2.15303, -3.59183, -2.81685], [-3.74560, 0.11634, 1.22256], [-1.64604, 1.99346, -0.33648], [-0.05480, 1.00584, -0.89298], [-0.64273, 0.84392, 0.89238], [-6.67722, -4.29632, -0.10222], [1.87998, 2.53758, 2.55067], [2.10441, 2.11096, 1.21154], [2.29256, 3.21269, 0.31441], [3.77589, 3.43042, 0.00229], [4.49574, 3.85166, 1.16454], [5.21703, 2.78494, 1.76903], [2.00487, 1.67591, 3.20932], [2.58755, 3.31378, 2.85696], [0.85838, 2.91252, 2.65056], [1.83550, 4.12425, 0.71727], [1.77087, 2.95905, -0.61414], [3.86377, 4.23245, -0.73721], [4.22513, 2.52647, -0.42823], [6.11445, 2.56880, 1.17960], [4.61326, 1.87938, 1.86275], [5.52514, 3.10083, 2.76947]],
  "nbo_charge": [-0.682, -0.040, 0.038, -0.153, 0.073, -0.076, -0.151, -0.126, -0.108, -0.186, 0.047, -0.672, 0.662, -0.535, -0.675, 0.670, -0.535, 0.246, 0.250, 0.253, 0.269, 0.263, 0.247, 0.255, 0.247, 0.416, -0.257, -0.559, -0.090, -0.090, -0.552, -0.257, 0.190, 0.186, 0.166, 0.179, 0.183, 0.187, 0.179, 0.170, 0.179, 0.191]
}

Entry 3:
{
  "formula": "C16H19ClN4O2S",
  "method": "wB97M-V/def2-TZVPD",
  "smiles": "CCc1nnc(NC(=O)[C@@H](NC(=O)c2ccccc2Cl)C(C)C)s1",
  "homo_ev": -9.350,
  "species": ["C", "C", "C", "N", "N", "C", "N", "C", "O", "C", "N", "C", "O", "C", "C", "C", "C", "C", "C", "Cl", "C", "C", "C", "S", "H", "H", "H", "H", "H", "H", "H", "H", "H", "H", "H", "H", "H", "H", "H", "H", "H", "H", "H"],
  "positions_angstrom": [[4.85126, 2.53819, 2.10211], [4.27270, 3.08158, 0.52456], [3.51918, 1.89168, 0.18208], [3.29406, 0.82961, 0.88716], [2.49144, -0.17482, -0.09220], [2.16039, 0.27269, -1.21329], [1.29788, -0.30307, -2.06122], [0.37197, -1.45804, -1.82098], [-0.16623, -1.80749, -2.89610], [-0.08870, -1.38090, -0.53480], [-1.39003, -0.97593, -0.19310], [-1.39140, 0.47269, -0.29393], [-0.35705, 1.19307, 0.04872], [-2.83702, 1.17648, -0.11816], [-3.64980, 0.42074, 0.89650], [-4.97619, 1.03940, 0.67861], [-5.35742, 2.02799, 0.02669], [-4.55348, 2.46686, -1.05681], [-3.13322, 2.10302, -0.93625], [-2.02946, 2.84574, -2.16613], [-0.22560, -3.02047, -0.09730], [1.15949, -3.82078, -0.47008], [-0.60848, -3.26728, 1.27014], [2.64325, 1.99778, -1.32108], [5.40536, 1.68535, 1.88547], [5.33041, 3.27867, 2.37353], [4.08295, 2.30795, 2.70667], [3.75253, 3.72041, 1.06058], [5.15007, 3.21761, -0.00430], [1.52508, -0.15658, -2.89600], [0.70320, -1.07036, 0.39844], [-2.22487, -1.55754, -0.55922], [-3.47377, -0.39157, 1.46712], [-5.70509, 0.60697, 1.64488], [-6.35994, 2.30287, -0.30327], [-4.79439, 3.35001, -1.68292], [-0.90413, -3.52113, -0.84882], [1.17531, -4.75325, -0.32405], [1.42491, -3.62650, -1.44612], [1.96139, -3.11919, 0.17324], [0.03396, -3.13824, 2.01307], [-0.75884, -4.41561, 1.26116], [-1.62171, -2.86860, 1.73540]],
  "nbo_charge": [-0.510, -0.488, 0.064, -0.255, -0.348, 0.256, -0.609, 0.693, -0.547, -0.262, -0.629, 0.681, -0.593, -0.138, -0.172, -0.154, -0.295, -0.134, -0.016, -0.012, -0.171, -0.567, -0.621, 0.293, 0.207, 0.170, 0.204, 0.247, 0.239, 0.380, 0.334, 0.423, 0.232, 0.191, 0.239, 0.230, 0.206, 0.189, 0.202, 0.202, 0.213, 0.217, 0.209]
}

Entry 4:
{
  "formula": "C16H19F3N3O3Pt",
  "method": "wB97M-V/def2-TZVPD",
  "s_squared": 2.0073,
  "homo_ev": [-3.612, -3.898],
  "spin_multiplicity": 3,
  "total_charge": -1,
  "species": ["Pt", "C", "C", "O", "C", "C", "C", "N", "N", "C", "O", "C", "C", "C", "C", "C", "C", "H", "H", "H", "H", "H", "H", "H", "H", "H", "H", "H", "H", "C", "N", "C", "C", "O", "H", "H", "H", "H", "H", "H", "H", "F", "C", "F", "F"],
  "positions_angstrom": [[1.82687, 0.28965, -0.08750], [2.30701, 1.32904, 4.31434], [1.65042, 0.82671, 3.02962], [2.38032, 0.24859, 2.18451], [0.27782, 1.06390, 2.94936], [-0.56276, 0.94029, 1.83588], [-1.98754, 1.41969, 1.97933], [-0.21346, 0.45603, 0.66366], [-1.17474, 0.44863, -0.28507], [-0.81275, 0.26913, -1.53246], [0.35397, 0.03796, -1.96214], [-1.93041, 0.34100, -2.50914], [-1.64328, 0.23756, -3.86727], [-2.65891, 0.27143, -4.80329], [-3.97511, 0.41640, -4.39468], [-4.26424, 0.54807, -3.04403], [-3.25159, 0.51340, -2.10444], [3.37781, 1.15857, 4.27956], [1.89485, 0.81379, 5.17889], [2.11604, 2.39355, 4.42920], [-0.17988, 1.48575, 3.83511], [-2.17658, 1.81210, 2.97378], [-2.67533, 0.60036, 1.77618], [-2.17308, 2.19520, 1.23636], [-0.61078, 0.13357, -4.16613], [-2.42287, 0.18338, -5.85630], [-4.76883, 0.44834, -5.13099], [-5.28978, 0.68200, -2.72724], [-3.45885, 0.61435, -1.04985], [0.23407, -3.04287, 0.35197], [1.59438, -2.58644, 0.44181], [2.28590, -2.78235, 1.69158], [2.22153, -1.95037, -0.58338], [3.42240, -1.68063, -0.58130], [0.19710, -4.13639, 0.28996], [-0.23979, -2.62153, -0.53164], [-0.33362, -2.71790, 1.22792], [2.58300, -3.82915, 1.82076], [1.65305, -2.48470, 2.52804], [3.17086, -2.14771, 1.67909], [1.62805, -1.96949, -1.51925], [4.09780, 2.19908, -0.70419], [2.74266, 2.05524, -0.85484], [2.54610, 2.33968, -2.18067], [2.24216, 3.17707, -0.22109]],
  "nbo_charge": [1.001, -0.685, 0.502, -0.717, -0.508, 0.298, -0.658, -0.418, -0.480, 0.517, -0.760, -0.008, -0.218, -0.224, -0.231, -0.230, -0.208, 0.219, 0.209, 0.217, 0.194, 0.196, 0.226, 0.235, 0.237, 0.200, 0.197, 0.198, 0.234, -0.404, -0.424, -0.421, 0.415, -0.644, 0.178, 0.228, 0.204, 0.177, 0.201, 0.257, 0.170, -0.376, 0.660, -0.372, -0.386]
}

| no. | E_tot (eV) |
| --- | --- |
| 1 | -114958.251 |
| 2 | -166651.746 |
| 3 | -50301.094 |
| 4 | -38912.022 |